Model P:
The following is a DFT calculation (the ωB97M-V functional and the def2-TZVPD basis) of a 2-piece molecular cluster, C19H17NO2 overall.

```
! wB97M-V def2-TZVPD RIJCOSX def2/J DEFGRID3
* xyz 0 1
C -0.09 -3.12 -1.08
C -0.40 0.31 -4.36
C 0.16 1.41 0.40
H -1.61 2.94 6.16
H 0.53 -0.95 -2.85
C 0.62 1.35 4.13
H -0.10 -5.17 -1.80
H 1.34 0.27 1.77
C -1.04 1.54 -4.61
H 2.22 -5.13 -1.78
H -1.69 3.42 -3.75
H -0.25 -0.40 -5.17
C -0.11 0.92 -2.01
C 2.17 -3.10 -1.01
C 0.05 0.00 -3.08
C 1.80 -4.59 -0.92
H -0.31 2.39 0.28
H 2.19 -5.03 0.00
C -0.73 2.18 -2.30
C -1.15 2.58 5.24
N 1.03 -2.33 -1.11
C 0.03 1.82 5.30
O 3.33 -2.70 -0.99
C 0.30 0.59 -0.70
C -1.73 2.88 4.00
C -1.15 2.41 2.82
H 1.54 0.77 4.16
H -1.42 1.77 -5.60
H -1.61 2.63 1.86
H -0.81 2.92 -1.50
O -1.27 -2.75 -1.16
C 0.02 1.60 2.86
C 0.29 -4.60 -0.95
H 0.49 1.61 6.26
C -1.20 2.46 -3.57
H -0.12 -5.02 -0.02
C 0.57 1.03 1.68
H 0.73 -0.41 -0.57
H -2.63 3.48 3.95
*
```

Properties
* HOMO: -7.702 eV
* orbital gap: 4.9 eV
* LUMO: -2.821 eV

---

Model Q:
The following is a DFT calculation (the ωB97M-V functional and the def2-TZVPD basis) of one molecule with the formula C19H17NO2.

```
! wB97M-V def2-TZVPD RIJCOSX def2/J DEFGRID3
* xyz 0 1
H -1.66 -0.33 -1.77
C 3.26 -0.58 -0.20
C 4.54 -1.10 0.14
C -5.79 1.85 -0.20
H -5.42 2.11 -1.20
H 6.10 1.80 0.97
H -7.30 0.50 -0.91
C -2.62 1.36 1.54
C -1.01 0.18 0.20
C 3.07 0.82 -0.14
C 2.25 -1.48 -0.62
H 2.12 1.24 -0.45
H -6.50 2.62 0.12
O 0.31 -1.28 -1.99
H 3.92 2.72 0.31
C -3.55 1.32 0.49
C -3.18 0.71 -0.70
H 3.98 -4.39 -0.54
C -1.37 0.80 1.39
H 0.84 -0.26 0.94
C -1.93 0.15 -0.85
C 4.77 -2.49 0.02
C 5.32 1.13 0.64
C 5.55 -0.22 0.57
C 0.86 -1.03 -0.94
H 6.52 -0.63 0.83
H -3.86 0.66 -1.53
C 4.08 1.65 0.27
H -5.77 -0.30 -0.49
C -6.47 0.49 -0.21
C 2.53 -2.82 -0.76
H 5.75 -2.87 0.29
H -2.91 1.85 2.46
N 0.28 -0.37 0.10
O -4.74 1.93 0.75
H 1.75 -3.48 -1.11
H -6.85 0.26 0.78
H -0.67 0.84 2.21
C 3.79 -3.33 -0.43
*
```

Properties
* SMILES: CCOc1ccc(NC(=O)c2cccc3ccccc23)cc1
* HOMO: -7.855 eV
* orbital gap: 8.1 eV
* LUMO: 0.272 eV

---

Least stable: model P